(1)
The following is a DFT calculation (wB97M-V/def2-TZVPD) of a gas-phase ion, C2H5BrN3 (charge +1).

Summary:
**Kohn-Sham gap**: 9.654 eV
**E_HOMO**: -15.206 eV
**Net charge**: +1
**Relative energy (zero: lowest compared OMol25 entry of this formula, charge and spin)**: 61.5 kcal/mol
**Structure (SMILES)**: Br[C@@H]1N=NC[NH2+]1

Each line ends with the Mulliken charge.
Atoms and positions in Å:
C1 -0.81 0.42 0.89  -0.23
H1 -1.05 -0.99 -0.82  0.38
H2 1.00 -0.11 -1.78  0.53
H3 0.00 -1.61 0.27  0.35
H4 -0.20 0.19 1.71  0.41
C2 0.78 0.06 -0.80  -0.22
N1 -0.29 -0.71 -0.17  -0.35
N2 0.41 1.37 -0.57  -0.07
Br1 2.47 -0.46 0.23  -0.02
H5 -1.91 0.26 0.76  0.37
N3 -0.39 1.59 0.29  -0.15

(2)
The following is a DFT calculation (wB97M-V/def2-TZVPD) of 2 unconnected molecules or ions with the total composition C15H7Cl6N2O3.

Summary:
**Kohn-Sham gap**: 3.529 eV
**E_HOMO**: -3.659 eV
**Net charge**: -1

Each line ends with the Mulliken charge.
Atoms and positions in Å:
C1 2.42 5.55 5.76  0.20
C2 1.99 -0.08 1.90  0.24
H1 -1.69 -1.25 4.46  0.43
C3 0.61 0.02 2.22  1.45
C4 2.61 0.53 0.70  -1.32
C5 2.76 -1.02 2.63  0.38
H2 3.50 1.11 0.99  0.26
C6 -1.28 -0.67 3.64  -0.48
C7 -1.64 0.93 1.81  -0.60
C8 -2.13 0.18 2.90  -0.18
N1 3.46 -1.77 3.21  -0.70
C9 3.98 4.08 6.91  0.19
H3 -2.32 1.56 1.25  0.44
H4 0.69 -1.45 3.85  0.32
C10 2.86 5.06 4.44  0.04
C11 2.96 5.09 6.95  0.23
Cl1 2.94 2.28 3.55  -0.07
Cl2 5.69 2.42 5.66  -0.14
H5 1.93 1.19 0.15  0.32
Cl3 1.22 6.76 5.74  -0.15
C12 -0.30 0.85 1.48  -0.64
H6 2.95 -0.30 0.06  0.32
C13 0.07 -0.74 3.30  -0.69
Cl4 5.18 4.48 3.27  -0.12
N2 -3.49 0.33 3.29  0.93
O1 -3.91 -0.32 4.27  -0.65
H7 0.05 1.38 0.60  0.12
O2 -4.22 1.11 2.64  -0.65
O3 2.40 5.48 3.39  -0.61
C14 3.94 4.00 4.41  0.30
C15 4.45 3.58 5.70  0.17
Cl5 4.69 3.57 8.39  -0.18
Cl6 2.50 5.77 8.46  -0.16

(3)
The following is a DFT calculation (wB97M-V/def2-TZVPD) of a molecular structure, C6H8CrO6.

Summary:
**Kohn-Sham gap (spin up / spin down)**: 4.440 / 5.651 eV
**<S²>**: 6.016
**E_HOMO (spin up / spin down)**: -16.316 / -16.316 eV
**Spin multiplicity**: 5
**Net charge**: +2
**Relative energy (zero: lowest compared OMol25 entry of this formula, charge and spin)**: 0.0 kcal/mol

Each line ends with the Mulliken charge.
Atoms and positions in Å:
O1 0.06 -3.66 1.45  -0.41
C1 0.38 0.77 -1.14  -0.61
O2 0.18 -2.85 -0.60  -0.35
H1 -0.54 -3.79 2.20  0.37
O3 -1.69 -2.60 0.55  -0.56
H2 1.91 1.68 0.10  0.34
C2 -0.47 2.81 0.91  1.08
O4 -0.70 1.60 1.44  -0.51
H3 -0.47 0.78 0.91  0.38
H4 1.64 2.47 -1.48  0.31
H5 -0.48 0.97 -1.79  0.36
C3 0.78 -0.49 -0.91  0.14
O5 -1.07 3.72 1.49  -0.60
C4 -0.58 -3.05 0.47  0.73
C5 1.16 1.95 -0.65  -0.46
O6 0.32 3.00 -0.07  -0.17
Cr1 -1.76 2.58 2.96  1.45
H6 1.69 -0.68 -0.34  0.37
C6 0.07 -1.69 -1.44  -0.58
H7 0.55 -2.00 -2.38  0.33
H8 -0.99 -1.49 -1.66  0.37

(4)
The following is a DFT calculation (wB97M-V/def2-TZVPD) of 2 unconnected molecules or ions with the total composition C5H13NOSi.

Summary:
**Kohn-Sham gap**: 9.783 eV
**E_HOMO**: -9.072 eV
**Net charge**: 0
**Relative energy (zero: lowest compared OMol25 entry of this formula, charge and spin)**: 121.9 kcal/mol
**Structure (SMILES)**: C=C(C)[SiH3].C/C=N/O

Each line ends with the Mulliken charge.
Atoms and positions in Å:
H1 2.08 1.58 -0.39  -0.17
H2 0.47 0.48 1.88  0.33
N1 -2.06 0.00 0.13  -0.39
C1 0.17 -1.91 -0.43  -1.33
H3 1.80 0.08 -2.23  -0.14
H4 -0.77 0.59 -1.38  0.61
Si1 2.00 0.17 -0.78  0.59
H5 -1.35 2.10 1.24  0.39
C2 0.50 -0.56 1.59  -1.33
H6 1.38 -1.00 2.06  0.41
O1 -2.43 -1.13 -0.52  -0.31
H7 -1.40 2.81 -0.37  0.35
H8 -0.40 -2.62 0.14  0.30
H9 -0.38 -1.06 1.99  0.36
H10 0.14 2.31 0.30  0.26
H11 0.35 -2.16 -1.47  0.47
H12 -1.91 -1.26 -1.34  0.36
H13 3.26 -0.47 -0.40  -0.16
C3 -1.14 0.72 -0.36  -0.10
C4 0.59 -0.75 0.09  0.73
C5 -0.91 2.06 0.25  -1.22

(5)
The following is a DFT calculation (wB97M-V/def2-TZVPD) of a molecular structure, C33H31Cl4CoN2O4S2.

Summary:
**Kohn-Sham gap (spin up / spin down)**: 5.479 / 5.499 eV
**<S²>**: 0.761
**E_HOMO (spin up / spin down)**: -3.461 / -3.483 eV
**Spin multiplicity**: 2
**Net charge**: -1
**Relative energy (zero: lowest compared OMol25 entry of this formula, charge and spin)**: 7.9 kcal/mol

Each line ends with the Mulliken charge.
Atoms and positions in Å:
Cl1 2.93 5.50 1.00  -0.25
H1 2.14 0.11 -1.73  0.04
H2 3.83 0.28 -1.34  0.48
H3 -0.97 -6.39 -1.89  0.23
H4 6.03 -1.05 1.24  0.38
Co1 -0.75 -0.18 0.34  0.78
H5 3.10 -1.74 -3.50  0.31
C1 -6.09 1.73 -0.51  -0.75
C2 1.63 4.35 0.90  0.09
H6 3.06 -0.02 -3.95  0.39
C3 -3.92 -3.25 1.71  -0.61
C4 -7.25 0.37 -2.12  -0.54
Cl2 -2.33 4.21 1.55  -0.26
C5 -3.64 -2.23 0.82  -0.74
H7 -4.59 -3.77 -2.06  0.42
H8 4.34 -1.14 1.73  0.21
C6 -5.00 -0.14 -1.51  0.79
C7 -4.72 -4.64 -0.09  -0.54
C8 0.63 -1.24 2.68  0.10
C9 -7.23 1.44 -1.24  -0.44
H9 -2.03 -0.28 5.29  0.41
C10 -0.54 -0.62 2.23  -0.08
H10 -3.17 -1.30 1.14  0.43
C11 0.89 2.06 0.42  -0.41
C12 -0.85 -4.33 -0.32  -1.08
C13 0.85 -1.53 4.03  -0.56
C14 -4.44 -3.63 -0.99  -0.41
C15 1.89 3.03 0.49  0.41
C16 -3.92 -2.43 -0.53  0.69
H11 4.57 -0.77 -3.40  0.34
N1 -1.05 -5.54 -2.42  -0.61
O1 2.78 -3.06 -1.64  -0.82
H12 4.87 -2.95 0.04  0.41
O2 -2.49 -0.33 -0.98  -0.28
H13 0.06 -1.41 6.03  0.34
Cl3 3.51 2.55 0.04  -0.31
C17 -1.28 -0.57 4.56  -0.81
H14 -4.67 -5.24 1.97  0.39
H15 -6.12 -1.27 -2.95  0.38
O3 1.08 0.83 0.03  -0.55
H16 -1.12 -5.21 0.24  0.35
C18 3.11 -0.38 -1.82  -0.22
C19 -0.45 2.46 0.79  -0.42
H17 -5.12 -5.58 -0.43  0.39
H18 -0.63 -5.60 -3.33  0.24
C20 -0.76 -4.38 -1.71  0.86
H19 -6.07 2.58 0.16  0.45
C21 3.49 -0.75 -3.25  -1.36
C22 -0.15 -2.07 -1.63  -0.44
H20 -8.14 0.15 -2.70  0.37
C23 -0.68 3.77 1.17  0.11
C24 -4.95 0.94 -0.64  -0.48
C25 -1.48 -0.28 3.21  0.23
S1 2.98 -1.86 -0.75  0.73
H21 -0.67 -3.07 1.41  0.46
Cl4 0.00 6.35 1.74  -0.26
H22 0.16 -1.15 -2.12  0.41
C26 -0.60 -3.14 0.33  -0.79
C27 -4.46 -4.45 1.26  -0.57
H23 -3.69 -3.11 2.76  0.49
C28 5.01 -0.95 0.89  -0.78
C29 -0.11 -1.20 4.98  -0.46
C30 0.35 4.73 1.24  0.46
H24 4.86 0.09 0.59  0.16
N2 -0.26 -2.01 -0.30  1.54
H25 5.33 -1.71 -1.14  0.29
H26 -4.03 1.17 -0.12  0.61
H27 1.78 -2.00 4.34  0.39
H28 1.41 -1.49 1.95  0.31
S2 -3.52 -1.13 -1.69  -0.42
C31 -6.12 -0.43 -2.26  -0.63
O4 -1.40 1.56 0.71  -0.37
C32 4.73 -1.91 -0.25  -0.66
C33 -0.41 -3.20 -2.37  -1.16
H29 -8.11 2.07 -1.14  0.37
H30 -2.38 0.26 2.92  0.40
H31 -0.29 -3.18 -3.45  0.44

(6)
The following is a DFT calculation (wB97M-V/def2-TZVPD) of a single C5H8O3 molecule.

Summary:
**Kohn-Sham gap**: 10.500 eV
**E_HOMO**: -10.000 eV
**Net charge**: 0
**Relative energy (zero: lowest compared OMol25 entry of this formula, charge and spin)**: 112.7 kcal/mol
**Structure (SMILES)**: C[C@H]1O[C@@]1(C)C(=O)O

Each line ends with the Mulliken charge.
Atoms and positions in Å:
H1 -3.15 -1.05 -0.11  0.24
C1 -0.01 0.59 -0.06  1.02
H2 1.47 1.67 0.65  0.34
O1 2.25 -0.66 -0.71  -0.47
H3 1.01 1.76 -1.14  0.44
H4 -1.27 -1.79 -0.56  0.31
O2 -0.88 0.51 1.05  -0.41
O3 0.67 -1.35 1.02  -0.52
H5 -2.65 -0.85 -1.85  0.28
H6 -2.25 1.38 -0.07  0.28
C2 1.04 -0.52 0.08  0.49
C3 0.72 1.83 -0.12  -1.96
C4 -1.54 0.42 -0.21  0.02
H7 2.18 0.16 -1.32  0.34
H8 0.08 2.59 -0.20  0.50
C5 -2.15 -0.97 -0.75  -0.91

(7)
The following is a DFT calculation (wB97M-V/def2-TZVPD) of 4 unconnected molecules or ions with the total composition C4H16N8O4.

Summary:
**Kohn-Sham gap**: 9.657 eV
**E_HOMO**: -9.679 eV
**Net charge**: 0
**Relative energy (zero: lowest compared OMol25 entry of this formula, charge and spin)**: 98.9 kcal/mol
**Structure (SMILES)**: NC(N)=O.NC(N)=O.NC(N)=O.NC(N)=O

Each line ends with the Mulliken charge.
Atoms and positions in Å:
O1 -4.26 -2.28 6.31  -0.60
N1 4.54 1.70 1.88  -0.42
H1 -0.69 -1.82 -1.98  0.15
N2 -0.29 -0.01 -6.97  -0.48
H2 0.91 0.58 -0.56  0.21
H3 -1.42 -2.32 -0.49  0.21
H4 2.77 1.29 3.26  0.14
H5 3.30 2.12 4.68  0.21
O2 -2.51 -0.23 -7.47  -0.64
H6 -2.77 -0.42 4.52  0.14
H7 0.53 0.57 -7.04  0.20
N3 -0.78 -1.72 -0.98  -0.36
H8 -3.75 0.23 5.71  0.19
C1 4.43 2.37 3.03  0.66
N4 -1.49 1.69 -7.39  -0.38
N5 -3.35 -0.61 5.32  -0.31
H9 -1.92 -2.12 4.18  0.12
N6 3.43 1.93 3.69  -0.35
N7 0.63 -0.23 -1.08  -0.39
H10 -2.37 2.08 -7.69  0.23
O3 0.06 -0.99 0.91  -0.69
C2 -3.46 -1.86 5.56  0.60
N8 -2.47 -2.54 4.92  -0.34
H11 -0.18 -0.95 -7.33  0.23
C3 -0.01 -1.01 -0.30  0.69
H12 3.95 0.92 1.63  0.20
H13 5.51 1.73 1.58  0.23
H14 0.78 -0.36 -2.07  0.18
H15 -2.20 -3.50 5.01  0.19
O4 5.22 3.20 3.51  -0.67
C4 -1.55 0.45 -7.19  0.68
H16 -0.61 2.12 -7.16  0.17

(8)
The following is a DFT calculation (wB97M-V/def2-TZVPD) of a single C5H11NO molecule.

Summary:
**Kohn-Sham gap**: 10.490 eV
**E_HOMO**: -9.555 eV
**Net charge**: 0
**Relative energy (zero: lowest compared OMol25 entry of this formula, charge and spin)**: 83.0 kcal/mol
**Structure (SMILES)**: CC(C)N(C)C=O

Each line ends with the Mulliken charge.
Atoms and positions in Å:
H1 -1.61 -1.57 -0.30  0.35
H2 -0.59 1.61 -1.13  0.41
H3 2.32 1.20 0.49  0.43
H4 1.31 -1.81 -0.06  0.31
C1 -1.23 0.75 -0.94  0.07
H5 1.76 -0.41 -1.00  0.38
H6 1.33 1.74 -0.82  0.45
C2 0.94 -0.83 -0.43  -1.01
O1 -1.77 0.09 -1.79  -0.52
N1 -1.26 0.33 0.45  -0.22
C3 -1.62 -1.23 0.72  -0.78
H7 0.54 -0.09 1.48  0.36
H8 -2.27 -1.08 1.59  0.36
C4 0.32 0.31 0.49  0.25
H9 1.17 2.35 0.91  0.32
C5 1.29 1.47 0.25  -1.73
H10 -0.77 -1.72 1.22  0.27
H11 0.14 -1.10 -1.12  0.28

(9)
The following is a DFT calculation (wB97M-V/def2-TZVPD) of a gas-phase ion, C26H24IO5 (charge +1).

Summary:
**Kohn-Sham gap**: 6.025 eV
**E_HOMO**: -10.988 eV
**Net charge**: +1
**Relative energy (zero: lowest compared OMol25 entry of this formula, charge and spin)**: 20.0 kcal/mol

Each line ends with the Mulliken charge.
Atoms and positions in Å:
H1 2.87 0.78 4.32  0.41
C1 -5.71 0.57 1.83  -0.64
H2 2.40 2.48 4.52  0.38
H3 -6.28 2.54 1.13  0.40
H4 -1.87 1.22 -2.21  0.34
C2 -0.17 -0.07 1.11  0.21
H5 2.29 3.05 1.26  0.38
H6 -2.38 -3.72 -2.20  0.40
H7 5.71 -2.99 -1.67  0.34
C3 -4.70 -0.41 1.87  -0.58
C4 -2.28 -2.63 -2.18  -0.94
H8 2.17 1.68 -0.74  0.47
H9 -0.20 0.99 -0.21  0.49
C5 -3.09 -0.46 -2.76  -0.57
O1 5.42 -0.99 -2.40  -0.46
H10 -0.36 -2.68 -1.23  0.54
C6 -2.00 0.13 -2.10  -0.31
H11 -2.18 1.36 0.40  0.28
C7 -1.08 -0.66 -1.35  0.32
C8 5.96 -2.37 -2.54  -0.76
H12 0.97 3.55 2.34  0.41
C9 1.69 1.54 2.70  1.33
H13 -3.83 0.16 -3.28  0.41
O2 1.36 -1.75 1.57  -0.52
H14 -6.69 0.35 2.28  0.40
H15 3.31 -2.69 -2.73  0.37
O3 -1.68 0.89 2.90  -0.40
O4 0.45 1.16 3.31  -0.38
C10 -1.18 -2.04 -1.56  -0.58
C11 2.72 1.73 3.80  -1.54
C12 3.06 -1.71 -2.33  -1.05
C13 3.69 0.45 -1.55  -0.83
C14 1.38 2.71 1.77  -1.12
C15 -4.21 2.08 0.68  -1.01
I1 -1.89 -1.65 1.40  0.46
H16 -4.01 3.03 0.17  0.43
C16 -3.17 1.14 0.80  0.77
H17 3.67 2.03 3.35  0.35
H18 -4.90 -1.41 2.25  0.38
C17 -3.44 -0.10 1.36  0.37
H19 0.62 2.39 1.02  0.14
H20 1.03 -2.16 -2.23  0.52
H21 -4.16 -2.29 -3.21  0.44
H22 5.61 -2.85 -3.48  0.31
C18 1.75 -1.42 -1.89  -0.38
C19 1.40 -0.31 -1.08  -0.30
H23 4.48 1.17 -1.37  0.42
H24 7.04 -2.22 -2.60  0.26
C20 4.09 -0.78 -2.14  0.52
C21 -3.27 -1.86 -2.75  -0.71
C22 1.15 -0.58 1.61  0.06
C23 -0.02 -0.06 -0.44  1.15
C24 -5.47 1.80 1.21  -0.53
C25 2.40 0.67 -1.09  -0.22
C26 -0.59 0.84 2.43  0.59
O5 2.12 0.36 1.92  -0.23

The following maximum force values (in eV/Å) correspond, in order, to the records above: 5.33, 2.57, 3.28, 2.03, 1.02, 7.22, 9.16, 4.21, 3.42.